(1)
{
  "formula": "C13H34ClN2O5P2",
  "method": "ωB97M-V/def2-TZVPD",
  "total_charge": 1,
  "spin_multiplicity": 1,
  "e_above_lowest_ev": 2.233,
  "orbital_gap_ha": 0.2480,
  "total_energy_ha": -2143.89548,
  "elements": ["C", "C", "C", "O", "O", "C", "C", "P", "P", "O", "Cl", "H", "H", "H", "H", "H", "H", "H", "H", "H", "H", "H", "H", "C", "C", "C", "O", "C", "N", "H", "H", "H", "H", "H", "H", "H", "H", "H", "H", "H", "C", "C", "C", "O", "C", "N", "H", "H", "H", "H", "H", "H", "H", "H", "H", "H", "H"],
  "coordinates": [[4.651, 0.090, 0.188], [3.485, 1.242, 0.223], [2.641, 1.424, -1.170], [3.065, 2.397, -2.012], [1.492, 0.621, -1.617], [0.212, 1.326, -1.448], [-0.008, 1.641, 0.148], [-1.817, 1.265, 0.758], [-1.936, -0.933, 0.931], [-1.614, -1.571, -0.695], [-0.349, -1.594, 2.215], [4.834, -0.399, -0.860], [5.637, 0.551, 0.673], [4.316, -0.768, 0.945], [2.803, 0.997, 1.166], [3.963, 2.308, 0.465], [0.108, 2.323, -2.052], [-0.638, 0.578, -1.817], [0.294, 2.762, 0.409], [0.671, 0.854, 0.734], [-1.855, 1.775, 2.130], [-2.831, 1.831, -0.093], [-0.884, -2.255, -0.555], [-2.760, 3.813, -3.511], [-4.133, 3.538, -2.903], [-5.106, 4.736, -3.001], [-4.844, 5.787, -2.067], [-3.799, 6.667, -2.452], [-3.961, 3.097, -1.511], [-2.127, 4.427, -2.864], [-2.222, 2.871, -3.675], [-2.851, 4.316, -4.478], [-4.576, 2.711, -3.472], [-6.112, 4.372, -2.758], [-5.159, 5.131, -4.023], [-3.765, 6.821, -3.535], [-2.842, 6.290, -2.088], [-3.975, 7.631, -1.971], [-4.870, 2.813, -1.144], [-3.725, 3.926, -0.957], [2.044, -7.091, 2.202], [1.727, -5.632, 1.882], [2.868, -4.654, 2.248], [2.984, -4.379, 3.648], [3.668, -5.379, 4.387], [0.468, -5.260, 2.543], [1.949, -7.321, 3.266], [1.349, -7.754, 1.673], [3.058, -7.352, 1.884], [1.577, -5.566, 0.798], [2.648, -3.689, 1.777], [3.830, -4.985, 1.839], [4.475, -5.842, 3.810], [2.962, -6.135, 4.734], [4.102, -4.908, 5.271], [0.206, -4.320, 2.243], [0.671, -5.145, 3.541]]
}

(2)
{
  "formula": "C13H34ClN3O6Ti",
  "method": "ωB97M-V/def2-TZVPD",
  "total_charge": -1,
  "spin_multiplicity": 4,
  "e_above_lowest_ev": 0.679,
  "orbital_gap_ha": [0.1191, 0.2689],
  "s_squared": 3.75,
  "total_energy_ha": -2441.10565,
  "elements": ["Ti", "Cl", "O", "C", "O", "O", "H", "C", "C", "C", "O", "C", "N", "H", "H", "H", "H", "H", "H", "H", "H", "H", "H", "H", "C", "C", "C", "O", "C", "N", "H", "H", "H", "H", "H", "H", "H", "H", "H", "H", "H", "C", "C", "C", "O", "C", "N", "H", "H", "H", "H", "H", "H", "H", "H", "H", "H", "H"],
  "coordinates": [[-1.477, 0.179, 0.146], [-3.440, -0.363, 2.100], [-0.754, 4.485, 0.289], [-1.892, 3.782, 0.534], [-2.879, 4.429, 0.938], [-1.863, 2.530, 0.398], [-1.128, 5.336, 0.592], [2.975, 0.020, -0.921], [1.477, -0.370, -0.938], [1.191, -1.242, 0.300], [-0.049, -1.921, 0.085], [-0.327, -2.794, 1.166], [0.633, 0.843, -0.839], [3.205, 0.605, -0.031], [3.172, 0.577, -1.838], [3.617, -0.864, -0.911], [1.277, -0.917, -1.859], [1.088, -0.610, 1.188], [1.922, -2.046, 0.440], [-0.460, -2.254, 2.105], [0.457, -3.556, 1.251], [-1.222, -3.357, 0.904], [0.811, 1.380, 0.012], [0.815, 1.483, -1.602], [-3.178, -3.019, -1.695], [-2.397, -1.797, -2.228], [-2.636, -1.663, -3.697], [-2.147, -2.754, -4.429], [-2.187, -2.646, -5.837], [-2.983, -0.609, -1.562], [-4.236, -2.986, -1.954], [-3.039, -2.990, -0.612], [-2.770, -3.980, -2.014], [-1.338, -1.922, -2.007], [-2.144, -0.748, -4.052], [-3.719, -1.550, -3.842], [-1.651, -1.784, -6.238], [-3.225, -2.580, -6.185], [-1.859, -3.624, -6.183], [-3.623, -0.188, -2.227], [-3.590, -0.813, -0.768], [0.140, 1.990, 3.258], [1.581, 2.424, 2.943], [2.601, 1.333, 3.232], [3.930, 1.881, 3.245], [4.885, 0.887, 3.594], [1.629, 2.726, 1.523], [0.070, 1.518, 4.242], [-0.369, 1.352, 2.506], [-0.475, 2.880, 3.403], [1.823, 3.311, 3.537], [2.511, 0.511, 2.521], [2.351, 0.943, 4.225], [4.555, 0.405, 4.519], [5.824, 1.382, 3.839], [5.009, 0.132, 2.815], [0.976, 3.440, 1.223], [2.531, 3.185, 1.398]]
}

(3)
{
  "formula": "C13H35O20P3S2",
  "method": "ωB97M-V/def2-TZVPD",
  "spin_multiplicity": 1,
  "smiles": "COP(=O)(OC)OC.COP(=O)(OC)OC.COP(=O)(OC)OC.O=S1(=O)OCCO1.O=S1(=O)OCCO1",
  "e_above_lowest_ev": 4.361,
  "orbital_gap_ha": 0.3897,
  "total_energy_ha": -3841.59323,
  "elements": ["C", "O", "P", "O", "O", "C", "O", "C", "H", "H", "H", "H", "H", "H", "H", "H", "H", "C", "O", "P", "O", "O", "C", "O", "C", "H", "H", "H", "H", "H", "H", "H", "H", "H", "C", "O", "P", "O", "O", "C", "O", "C", "H", "H", "H", "H", "H", "H", "H", "H", "H", "O", "S", "O", "O", "C", "C", "O", "H", "H", "H", "H", "O", "S", "O", "O", "C", "C", "O", "H", "H", "H", "H"],
  "coordinates": [[1.294, -3.568, -5.361], [2.354, -2.870, -5.895], [3.701, -3.662, -6.436], [3.407, -4.811, -7.388], [4.662, -2.486, -7.041], [5.746, -1.971, -6.210], [4.439, -4.079, -5.051], [4.444, -5.467, -4.558], [0.508, -2.874, -5.063], [1.460, -4.156, -4.458], [1.017, -4.328, -6.091], [5.555, -2.094, -5.144], [5.945, -0.911, -6.365], [6.671, -2.507, -6.422], [5.242, -6.115, -4.920], [3.446, -5.868, -4.734], [4.450, -5.699, -3.493], [-10.565, 3.134, 2.408], [-9.213, 3.372, 2.480], [-8.286, 2.021, 2.357], [-6.764, 2.214, 2.348], [-8.883, 1.166, 1.055], [-8.314, 1.504, -0.219], [-8.883, 1.208, 3.674], [-8.122, 0.539, 4.708], [-10.848, 2.421, 3.183], [-10.967, 2.945, 1.413], [-11.047, 4.079, 2.659], [-7.817, 0.670, -0.714], [-7.455, 2.162, -0.090], [-8.929, 2.117, -0.878], [-8.475, 1.025, 5.617], [-7.049, 0.722, 4.650], [-8.322, -0.496, 4.985], [3.702, 5.725, 0.185], [3.579, 6.465, -1.044], [4.736, 6.306, -2.218], [4.702, 7.543, -3.124], [4.531, 4.819, -2.812], [3.275, 4.448, -3.278], [6.117, 6.277, -1.408], [6.587, 7.495, -0.656], [2.775, 5.206, 0.430], [3.823, 6.353, 1.068], [4.563, 5.056, 0.166], [3.350, 4.079, -4.301], [2.430, 5.135, -3.313], [2.940, 3.521, -2.813], [7.630, 7.760, -0.823], [6.305, 7.493, 0.396], [6.225, 8.413, -1.119], [0.772, -3.314, 6.771], [0.102, -4.584, 6.386], [-1.351, -4.420, 6.038], [1.045, -5.398, 5.249], [1.888, -6.441, 5.748], [1.676, -6.311, 7.306], [0.346, -5.766, 7.468], [1.635, -7.445, 5.408], [2.947, -6.374, 5.500], [2.424, -5.660, 7.758], [1.625, -7.239, 7.877], [2.053, -1.005, 1.896], [1.062, -1.243, 0.761], [1.434, -2.163, -0.299], [-0.459, -1.632, 1.469], [-1.479, -0.687, 1.284], [-1.037, 0.249, 0.131], [0.416, 0.193, 0.150], [-2.363, -1.241, 0.967], [-1.720, -0.156, 2.204], [-1.350, 1.239, 0.464], [-1.338, -0.031, -0.878]]
}

(4)
{
  "formula": "C13H36BNO12P3",
  "method": "ωB97M-V/def2-TZVPD",
  "total_charge": -1,
  "spin_multiplicity": 1,
  "orbital_gap_ha": 0.2260,
  "total_energy_ha": -2523.85894,
  "elements": ["C", "B", "O", "N", "P", "O", "O", "O", "H", "H", "H", "H", "H", "H", "O", "P", "O", "C", "C", "O", "C", "C", "O", "C", "C", "H", "H", "H", "H", "H", "H", "H", "H", "H", "H", "H", "H", "H", "H", "H", "O", "P", "O", "C", "C", "O", "C", "C", "O", "C", "C", "H", "H", "H", "H", "H", "H", "H", "H", "H", "H", "H", "H", "H", "H", "H"],
  "coordinates": [[9.411, 2.476, 4.305], [7.996, 3.089, 3.805], [8.001, 3.659, 2.507], [6.909, 3.051, 4.698], [5.503, 2.599, 4.128], [5.064, 3.119, 2.803], [4.397, 3.064, 5.244], [5.304, 0.990, 4.127], [9.383, 1.392, 4.414], [9.679, 2.963, 5.248], [10.204, 2.762, 3.599], [8.772, 4.231, 2.462], [4.436, 4.025, 5.183], [5.441, 0.656, 3.237], [1.939, 1.309, -2.893], [1.745, 0.319, -1.810], [2.880, 0.597, -0.699], [3.312, 1.931, -0.370], [2.618, 2.449, 0.868], [2.275, -1.060, -2.497], [2.457, -1.157, -3.906], [3.905, -0.915, -4.278], [0.783, -0.584, -0.862], [0.022, 0.031, 0.180], [-0.850, 1.166, -0.318], [3.163, 2.617, -1.204], [4.385, 1.877, -0.185], [1.543, 2.575, 0.688], [3.031, 3.413, 1.160], [2.741, 1.760, 1.702], [1.794, -0.473, -4.435], [2.168, -2.171, -4.194], [4.272, 0.020, -3.854], [4.027, -0.881, -5.362], [4.536, -1.713, -3.883], [0.686, 0.361, 0.982], [-0.614, -0.748, 0.603], [-0.251, 1.952, -0.790], [-1.409, 1.609, 0.506], [-1.559, 0.804, -1.067], [-6.275, -2.906, 0.576], [-5.896, -2.566, -0.813], [-6.285, -0.996, -1.019], [-6.128, -0.045, 0.033], [-4.833, 0.733, -0.106], [-7.047, -3.303, -1.690], [-7.873, -4.316, -1.120], [-9.194, -3.736, -0.660], [-4.911, -2.673, -2.088], [-3.619, -2.054, -2.054], [-2.788, -2.481, -0.864], [-6.179, -0.520, 1.014], [-6.974, 0.640, -0.036], [-3.968, 0.079, 0.026], [-4.778, 1.519, 0.648], [-4.759, 1.191, -1.093], [-7.361, -4.827, -0.305], [-8.050, -5.058, -1.902], [-9.044, -2.878, -0.005], [-9.782, -4.485, -0.126], [-9.773, -3.387, -1.516], [-3.733, -0.968, -2.095], [-3.112, -2.348, -2.973], [-3.288, -2.241, 0.082], [-1.821, -1.979, -0.879], [-2.623, -3.559, -0.878]]
}

(5)
{
  "formula": "C13H36BrClO9Sb",
  "method": "ωB97M-V/def2-TZVPD",
  "total_charge": -1,
  "spin_multiplicity": 1,
  "e_above_lowest_ev": 0.000,
  "orbital_gap_ha": 0.2332,
  "total_energy_ha": -4468.33524,
  "elements": ["O", "C", "Br", "C", "Sb", "C", "C", "C", "Cl", "H", "H", "H", "H", "H", "H", "H", "H", "H", "H", "H", "H", "C", "C", "O", "O", "H", "H", "H", "H", "H", "H", "C", "C", "O", "O", "H", "H", "H", "H", "H", "H", "C", "C", "O", "O", "H", "H", "H", "H", "H", "H", "C", "C", "O", "O", "H", "H", "H", "H", "H", "H"],
  "coordinates": [[1.214, -2.775, 4.761], [0.936, -2.035, 3.859], [1.521, -2.704, 2.087], [0.192, -0.756, 4.005], [-0.708, 0.421, 2.275], [-2.720, -0.014, 3.152], [-3.275, -1.345, 2.644], [-4.641, -1.609, 3.260], [-5.542, -2.934, 2.401], [-0.613, -1.039, 4.689], [0.816, -0.039, 4.539], [-0.690, 1.906, 3.299], [0.902, 0.786, 1.773], [-0.843, -1.010, 1.246], [-1.434, 1.392, 0.978], [-3.400, 0.792, 2.866], [-2.670, -0.060, 4.245], [-3.355, -1.342, 1.555], [-2.614, -2.165, 2.933], [-4.554, -1.937, 4.291], [-5.258, -0.717, 3.212], [2.243, 1.029, -1.463], [1.783, 1.491, -2.827], [1.881, 2.918, -2.872], [1.486, 1.658, -0.448], [2.133, -0.048, -1.354], [3.306, 1.293, -1.332], [0.730, 1.252, -2.975], [2.375, 1.027, -3.625], [2.815, 3.144, -2.854], [1.319, 2.562, -0.751], [1.833, 4.648, 1.165], [2.869, 3.583, 1.454], [4.088, 3.888, 0.756], [1.590, 4.737, -0.233], [0.890, 4.406, 1.653], [2.185, 5.624, 1.535], [2.532, 2.618, 1.076], [3.056, 3.499, 2.529], [4.481, 4.658, 1.175], [2.444, 4.607, -0.659], [-2.660, 0.742, -2.926], [-2.806, 0.019, -4.248], [-3.228, -1.332, -4.043], [-1.741, 0.089, -2.079], [-2.299, 1.759, -3.084], [-3.638, 0.792, -2.425], [-1.841, -0.044, -4.749], [-3.514, 0.542, -4.901], [-4.136, -1.314, -3.727], [-1.866, -0.859, -2.194], [1.644, -3.472, -2.441], [2.349, -4.782, -2.163], [1.797, -5.418, -1.012], [1.723, -2.598, -1.333], [2.099, -2.968, -3.296], [0.586, -3.665, -2.671], [3.397, -4.600, -1.927], [2.290, -5.446, -3.033], [0.910, -5.717, -1.229], [1.630, -3.138, -0.538]]
}

(6)
{
  "formula": "C13H36O5",
  "method": "ωB97M-V/def2-TZVPD",
  "spin_multiplicity": 1,
  "smiles": "CC(C)O.CC(C)O.CC(C)O.CC(C)O.CO",
  "e_above_lowest_ev": 1.318,
  "orbital_gap_ha": 0.3731,
  "total_energy_ha": -893.02242,
  "elements": ["C", "C", "C", "O", "H", "H", "H", "H", "H", "H", "H", "H", "C", "C", "C", "O", "H", "H", "H", "H", "H", "H", "H", "H", "C", "C", "C", "O", "H", "H", "H", "H", "H", "H", "H", "H", "C", "C", "C", "O", "H", "H", "H", "H", "H", "H", "H", "H", "C", "O", "H", "H", "H", "H"],
  "coordinates": [[21.319, 10.537, -13.568], [22.119, 10.777, -14.878], [22.257, 9.408, -15.608], [21.504, 11.670, -15.770], [20.432, 9.922, -13.717], [20.906, 11.445, -13.127], [21.923, 9.987, -12.847], [23.166, 11.035, -14.715], [22.961, 9.408, -16.441], [21.285, 9.129, -16.015], [22.656, 8.642, -14.943], [20.660, 11.286, -16.021], [18.259, 7.164, -15.925], [17.115, 7.302, -14.928], [17.721, 7.326, -13.546], [16.348, 8.413, -15.259], [18.017, 7.262, -16.983], [18.846, 6.254, -15.805], [19.038, 7.918, -15.816], [16.519, 6.395, -15.032], [18.299, 8.231, -13.355], [18.355, 6.441, -13.495], [16.954, 7.364, -12.772], [15.741, 8.178, -15.965], [18.692, 11.749, -18.156], [18.180, 11.646, -16.761], [16.651, 11.759, -16.645], [18.764, 10.472, -16.198], [18.515, 10.917, -18.838], [19.720, 12.104, -18.229], [18.104, 12.541, -18.619], [18.585, 12.490, -16.203], [16.056, 10.890, -16.926], [16.298, 12.693, -17.081], [16.315, 11.889, -15.616], [18.376, 9.705, -16.626], [21.827, 11.830, -10.562], [21.127, 13.176, -10.325], [20.751, 13.430, -8.883], [21.918, 14.328, -10.578], [22.533, 11.540, -9.784], [22.475, 11.907, -11.435], [21.228, 10.920, -10.605], [20.283, 13.396, -10.979], [21.623, 13.678, -8.279], [20.162, 12.659, -8.387], [20.215, 14.379, -8.887], [21.290, 15.032, -10.758], [17.199, 11.326, -12.534], [18.118, 12.421, -12.685], [17.324, 10.576, -13.315], [17.450, 10.805, -11.611], [16.166, 11.662, -12.445], [18.484, 12.487, -13.570]]
}